Here is a structure of composition C48H61CrN2OP2SSe2Si in a non-equilibrium geometry from the OMol25 dataset. Energies are from wB97M-V/def2-TZVPD.

The HOMO-LUMO gap (spin up / spin down) comes out at 6.241 / 7.371 eV. Its total charge is +2. The highest occupied orbital energy (spin up / spin down) is -12.36 / -12.36 eV. The multiplicity is 4.

Atoms and positions in Å:
Cr1 -0.51 0.26 -0.58
O1 -0.07 -0.47 1.27
S1 0.32 -1.86 1.72
C1 -1.24 -2.76 1.92
C2 -1.25 -3.76 2.88
C3 -2.37 -4.55 3.05
C4 -3.50 -4.30 2.27
C5 -3.49 -3.28 1.34
C6 -2.35 -2.50 1.13
P1 -2.51 -1.12 -0.07
C7 -3.30 -1.96 -1.47
C8 -3.10 -3.33 -1.69
C9 -3.74 -3.96 -2.74
C10 -4.58 -3.25 -3.57
C11 -4.77 -1.89 -3.38
C12 -4.11 -1.24 -2.34
C13 -3.87 -0.30 0.86
C14 -3.50 0.36 2.04
C15 -4.45 1.04 2.78
C16 -5.77 1.08 2.36
C17 -6.14 0.39 1.22
C18 -5.20 -0.30 0.47
C19 0.82 -2.73 0.19
C20 0.54 -4.08 0.09
C21 0.93 -4.80 -1.03
C22 1.59 -4.16 -2.06
C23 1.90 -2.81 -1.95
C24 1.56 -2.08 -0.81
P2 2.03 -0.30 -0.69
C25 3.27 -0.33 0.67
C26 4.16 0.74 0.72
C27 5.14 0.80 1.69
C28 5.23 -0.20 2.65
C29 4.36 -1.28 2.60
C30 3.39 -1.35 1.61
C31 3.25 -0.12 -2.06
C32 4.41 -0.91 -2.05
C33 5.35 -0.77 -3.05
C34 5.17 0.17 -4.06
C35 4.04 0.97 -4.06
C36 3.09 0.83 -3.06
H1 -0.36 -3.92 3.49
H2 -2.38 -5.33 3.79
H3 -4.38 -4.91 2.39
H4 -4.38 -3.09 0.76
H5 -2.47 -3.89 -1.02
H6 -3.59 -5.02 -2.90
H7 -5.10 -3.75 -4.37
H8 -5.43 -1.33 -4.02
H9 -4.22 -0.17 -2.22
H10 -2.46 0.35 2.36
H11 -4.16 1.53 3.70
H12 -6.50 1.64 2.91
H13 -7.17 0.39 0.90
H14 -5.51 -0.82 -0.42
H15 0.02 -4.59 0.89
H16 0.72 -5.86 -1.09
H17 1.90 -4.70 -2.94
H18 2.46 -2.33 -2.74
H19 4.10 1.53 -0.02
H20 5.84 1.62 1.71
H21 5.99 -0.17 3.41
H22 4.44 -2.08 3.32
H23 2.76 -2.23 1.57
H24 4.57 -1.63 -1.26
H25 6.24 -1.38 -3.03
H26 5.91 0.28 -4.83
H27 3.91 1.72 -4.82
H28 2.23 1.49 -3.04
C37 2.48 2.33 4.29
Se1 1.34 1.41 3.00
C38 0.73 3.02 2.03
C39 1.77 3.64 1.13
Se2 1.76 2.85 -0.66
C40 2.86 4.24 -1.51
H29 1.87 3.00 4.89
H30 3.26 2.88 3.78
H31 2.93 1.57 4.92
H32 0.42 3.73 2.81
H33 -0.15 2.70 1.46
H34 2.78 3.52 1.54
H35 1.58 4.71 1.00
H36 2.33 5.19 -1.48
H37 3.02 3.94 -2.54
H38 3.81 4.31 -0.99
C41 0.04 -0.45 -5.49
C42 -1.32 0.00 -4.92
C43 -2.42 -0.91 -5.47
C44 -1.62 1.45 -5.28
N1 -1.39 -0.16 -3.45
N2 -0.51 0.68 -2.69
H39 0.02 -0.34 -6.57
H40 0.23 -1.49 -5.26
H41 0.87 0.15 -5.12
H42 -2.40 -0.90 -6.56
H43 -3.38 -0.55 -5.12
H44 -2.28 -1.93 -5.13
H45 -1.79 1.53 -6.35
H46 -0.79 2.11 -5.04
H47 -2.51 1.80 -4.77
H48 -1.19 -1.13 -3.22
H49 -0.85 1.64 -2.85
H50 0.44 0.64 -3.10
C45 -4.06 3.82 -1.37
Si1 -2.30 3.67 -0.63
C46 -2.34 4.33 1.16
C47 -1.13 4.66 -1.76
C48 -2.03 1.76 -0.57
H51 -4.40 4.84 -1.31
H52 -4.76 3.20 -0.82
H53 -4.08 3.53 -2.41
H54 -3.23 4.95 1.31
H55 -1.48 4.96 1.40
H56 -2.39 3.53 1.89
H57 -1.58 5.62 -1.98
H58 -0.94 4.17 -2.71
H59 -0.17 4.86 -1.29
H60 -2.75 1.38 -1.30
H61 -2.46 1.55 0.41


Here is a structure of composition C48H65GeN3PbSe from the OMol25 dataset. Energies are from wB97M-V/def2-TZVPD.

The HOMO-LUMO gap comes out at 6.828 eV. Its total charge is 0. The highest occupied orbital energy is -6.39 eV.

Atoms and positions in Å:
Pb1 0.38 0.02 0.63
C1 -3.64 1.08 1.86
C2 -2.22 1.43 2.19
C3 -1.61 0.84 3.38
C4 -0.26 0.92 3.56
C5 0.42 0.22 4.70
C6 0.54 1.63 2.58
C7 -0.16 2.81 1.89
C8 1.86 4.30 1.17
C9 -1.51 2.27 1.41
H1 -4.33 1.73 2.43
H2 -3.87 0.05 2.13
H3 -3.86 1.22 0.80
H4 -2.23 0.27 4.07
H5 0.78 0.94 5.44
H6 1.27 -0.34 4.33
H7 -0.25 -0.49 5.20
H8 1.56 1.86 2.89
H9 1.46 5.28 1.42
H10 2.58 4.42 0.36
H11 2.39 3.92 2.05
H12 -1.97 2.71 0.53
C10 4.33 -1.35 4.69
C11 3.74 -2.23 3.58
C12 4.66 -3.44 3.35
C13 2.32 -2.70 3.86
C14 2.05 -3.31 5.09
C15 0.80 -3.83 5.38
C16 -0.20 -3.79 4.42
C17 0.02 -3.20 3.18
C18 -1.08 -3.24 2.12
C19 -1.67 -4.64 1.95
C20 -2.19 -2.23 2.42
C21 1.27 -2.63 2.92
N1 1.47 -1.97 1.66
C22 2.32 -2.49 0.83
C23 2.73 -1.87 -0.37
C24 3.52 -2.44 -1.38
C25 3.61 -1.48 -2.38
C26 2.88 -0.35 -1.95
N2 2.34 -0.58 -0.73
C27 2.77 0.93 -2.76
C28 1.98 0.65 -4.06
C29 2.14 2.09 -2.01
C30 4.18 1.40 -3.13
H13 5.32 -1.00 4.39
H14 4.45 -1.90 5.62
H15 3.72 -0.47 4.88
H16 3.74 -1.64 2.67
H17 4.72 -4.05 4.26
H18 5.67 -3.11 3.10
H19 4.30 -4.08 2.55
H20 2.85 -3.38 5.83
H21 0.62 -4.28 6.35
H22 -1.16 -4.23 4.64
H23 -0.63 -2.97 1.17
H24 -2.31 -4.91 2.80
H25 -0.89 -5.40 1.87
H26 -2.29 -4.68 1.05
H27 -2.72 -2.50 3.33
H28 -2.91 -2.19 1.59
H29 -1.79 -1.22 2.56
H30 2.75 -3.47 1.06
H31 3.94 -3.44 -1.36
H32 4.14 -1.57 -3.32
H33 0.99 0.22 -3.87
H34 2.53 -0.06 -4.68
H35 1.85 1.58 -4.63
H36 0.27 1.32 -2.34
H37 2.24 2.99 -2.63
H38 2.71 2.26 -1.09
H39 4.71 0.64 -3.71
H40 4.77 1.61 -2.23
H41 4.13 2.31 -3.73
N3 0.71 1.91 -1.65
C31 -0.02 3.15 -1.58
C32 -0.62 3.62 -2.87
C33 -0.25 4.84 -3.42
C34 -0.69 5.21 -4.69
C35 -1.50 4.35 -5.42
C36 -1.89 3.14 -4.87
C37 -1.44 2.77 -3.61
C38 -0.03 3.83 -0.42
C39 0.76 3.31 0.74
C40 -0.53 3.99 2.79
C41 -0.99 5.16 2.34
C42 -1.20 5.59 0.95
C43 -0.85 5.04 -0.22
H42 0.39 5.50 -2.85
H43 -0.37 6.16 -5.11
H44 -1.84 4.64 -6.41
H45 -2.53 2.46 -5.44
H46 -1.76 1.82 -3.19
H47 1.31 2.45 0.40
H48 -0.52 3.81 3.87
H49 -1.32 5.88 3.09
H50 -1.80 6.50 0.86
H51 -1.23 5.51 -1.12
C44 -3.19 -1.38 -4.99
Ge1 -4.17 -2.17 -3.50
C45 -5.02 -0.78 -2.44
C46 -5.46 -3.47 -4.17
C47 -2.89 -3.06 -2.30
Se1 -1.48 -1.80 -1.77
C48 0.00 -2.66 -2.69
H52 -3.85 -0.77 -5.60
H53 -2.76 -2.16 -5.63
H54 -2.38 -0.76 -4.60
H55 -5.62 -0.11 -3.07
H56 -4.25 -0.18 -1.94
H57 -5.67 -1.21 -1.68
H58 -6.17 -2.99 -4.85
H59 -6.03 -3.92 -3.34
H60 -4.95 -4.27 -4.71
H61 -2.40 -3.92 -2.75
H62 -3.38 -3.39 -1.38
H63 -0.25 -2.78 -3.74
H64 0.21 -3.62 -2.23
H65 0.87 -2.01 -2.59


Here is a cluster of 5 separate species, C48H67BF4IN2O9P in total in a non-equilibrium geometry from the OMol25 dataset. Energies are from wB97M-V/def2-TZVPD.

The HOMO-LUMO gap comes out at 8.987 eV. Its total charge is 0. As for the structure (SMILES): CCCCCCCCCCCCCCCC[C@](N=C=O)(O[C@](O)(B(O)OC)P(=O)(O)O)[C@@H](C)NCC(=O)I.Fc1ccccc1.Fc1ccccc1.Fc1ccccc1.Fc1ccccc1. The highest occupied orbital energy is -9.11 eV.

Atoms and positions in Å:
C1 6.04 -2.06 1.20
C2 6.69 -1.37 2.40
C3 8.22 -1.40 2.34
C4 8.83 -0.36 1.39
C5 8.67 1.09 1.89
C6 7.69 1.96 1.10
C7 8.04 2.11 -0.40
C8 7.16 1.32 -1.37
C9 5.72 1.86 -1.50
C10 4.71 1.14 -0.58
C11 3.70 0.25 -1.32
C12 2.76 1.03 -2.25
C13 1.53 1.61 -1.53
C14 0.20 1.04 -2.02
C15 -1.02 1.79 -1.47
C16 -1.73 1.05 -0.31
C17 -3.12 0.53 -0.63
N1 -3.00 -0.10 -1.96
C18 -3.80 0.12 -2.85
O1 -4.47 0.27 -3.79
O2 -4.14 1.50 -0.75
C19 -4.13 2.75 -0.16
O3 -3.18 3.60 -0.82
B1 -3.96 2.94 1.43
O4 -4.22 4.26 1.85
O5 -3.62 1.98 2.32
C20 -2.71 2.35 3.37
P1 -5.85 3.40 -0.56
O6 -6.55 2.70 -1.65
O7 -6.64 3.32 0.82
O8 -5.64 4.96 -0.89
C21 -3.63 -0.63 0.33
C22 -2.69 -0.97 1.48
N2 -5.00 -0.29 0.80
C23 -5.48 -1.15 1.85
C24 -6.95 -0.95 2.20
O9 -7.42 -1.31 3.21
I1 -8.20 0.00 0.74
H1 6.04 -3.14 1.31
H2 5.02 -1.72 1.04
H3 6.59 -1.82 0.28
H4 6.34 -1.82 3.33
H5 6.36 -0.32 2.42
H6 8.62 -1.22 3.35
H7 8.55 -2.40 2.05
H8 9.89 -0.59 1.30
H9 8.39 -0.47 0.40
H10 8.30 1.04 2.93
H11 9.65 1.58 1.96
H12 7.71 2.96 1.56
H13 6.68 1.57 1.23
H14 8.01 3.17 -0.67
H15 9.09 1.80 -0.53
H16 7.64 1.39 -2.36
H17 7.15 0.26 -1.10
H18 5.41 1.79 -2.54
H19 5.75 2.92 -1.24
H20 4.19 1.86 0.06
H21 5.27 0.49 0.10
H22 3.07 -0.22 -0.55
H23 4.23 -0.54 -1.85
H24 3.33 1.87 -2.67
H25 2.46 0.41 -3.10
H26 1.64 1.48 -0.44
H27 1.50 2.70 -1.69
H28 0.13 -0.03 -1.79
H29 0.19 1.13 -3.11
H30 -1.72 2.03 -2.27
H31 -0.68 2.75 -1.08
H32 -1.10 0.19 -0.06
H33 -1.73 1.69 0.58
H34 -3.31 4.50 -0.50
H35 -3.43 4.79 1.96
H36 -2.28 1.42 3.75
H37 -1.90 2.98 2.99
H38 -3.24 2.86 4.17
H39 -6.62 4.15 1.32
H40 -6.05 5.09 -1.76
H41 -3.70 -1.54 -0.28
H42 -1.76 -1.35 1.05
H43 -2.41 -0.11 2.09
H44 -3.06 -1.76 2.13
H45 -5.61 -0.42 0.00
H46 -5.34 -2.23 1.67
H47 -4.96 -0.91 2.78
F1 -1.74 -3.90 0.21
C25 -0.73 -4.29 1.03
C26 0.56 -4.26 0.55
C27 1.59 -4.66 1.39
C28 1.31 -5.08 2.69
C29 0.00 -5.09 3.14
C30 -1.04 -4.70 2.31
H48 0.75 -3.94 -0.47
H49 2.61 -4.64 1.04
H50 2.12 -5.38 3.34
H51 -0.22 -5.42 4.15
H52 -2.07 -4.69 2.65
F2 1.97 -0.07 -7.01
C31 0.62 -0.10 -7.04
C32 -0.07 0.97 -6.50
C33 -1.46 0.94 -6.52
C34 -2.13 -0.14 -7.06
C35 -1.41 -1.21 -7.59
C36 -0.02 -1.19 -7.59
H53 0.47 1.81 -6.08
H54 -2.02 1.77 -6.11
H55 -3.21 -0.17 -7.07
H56 -1.93 -2.06 -8.01
H57 0.56 -2.00 -7.99
F3 -8.06 9.63 -1.54
C37 -8.80 8.55 -1.24
C38 -10.18 8.67 -1.17
C39 -10.93 7.55 -0.87
C40 -10.31 6.33 -0.63
C41 -8.93 6.23 -0.71
C42 -8.16 7.34 -1.02
H58 -10.63 9.64 -1.36
H59 -12.01 7.63 -0.81
H60 -10.90 5.46 -0.39
H61 -8.45 5.28 -0.52
H62 -7.08 7.29 -1.08
F4 4.10 -7.12 2.89
C43 3.66 -8.18 3.61
C44 4.56 -9.17 3.93
C45 4.11 -10.26 4.67
C46 2.78 -10.33 5.06
C47 1.90 -9.31 4.72
C48 2.34 -8.22 3.99
H63 5.59 -9.10 3.60
H64 4.80 -11.05 4.93
H65 2.43 -11.18 5.63
H66 0.86 -9.37 5.02
H67 1.67 -7.41 3.71